Below is the ion C4H6N with charge +1 at a distorted geometry, with properties calculated with the ωB97M-V functional and the def2-TZVPD basis.

Calculated values
Charge ... +1
Lowest unoccupied orbital energy ... -0.2237 Eh
ΔE to the lowest compared entry with this formula, charge and spin ... 3.8006 eV
HOMO-LUMO gap ... 8.78 eV
Largest force on an atom ... 1.23 eV Å⁻¹

Last column: Löwdin charge in e.
Positions of all 11 atoms, in Å:
C1 -0.238 -0.249 1.580  0.22
C2 1.115 0.490 -0.602  -0.06
C3 -0.133 0.998 -1.160  0.14
C4 -0.042 -0.001 0.291  -0.29
N1 -0.916 -0.216 -0.890  0.11
H1 0.531 -0.015 2.299  0.11
H2 -1.140 -0.710 1.950  0.10
H3 1.650 -0.374 -0.994  0.14
H4 1.808 1.255 -0.267  0.13
H5 -1.932 -0.085 -0.821  0.19
H6 -0.703 -1.093 -1.386  0.20